[1]
Below is a structure of composition C12H30F6N2O4PSr at a distorted geometry, with properties calculated with wB97M-V/def2-TZVPD.

Element x y z (Å)
Sr1 -0.005 -0.202 0.074
P1 1.277 -1.341 2.998
F1 -0.046 -1.835 2.113
F2 0.567 0.128 2.966
F3 0.569 -1.801 4.383
F4 2.681 -0.770 3.550
F5 1.916 -2.830 2.906
F6 1.923 -1.106 1.512
C1 -2.174 1.754 2.194
O1 -2.041 0.551 1.419
C2 -3.304 -0.108 1.147
C3 -2.937 -1.561 0.946
N1 -1.982 -1.852 -0.181
C4 -1.516 -3.278 -0.193
C5 -0.312 -3.423 -1.107
O2 0.678 -2.475 -0.763
C6 1.899 -2.748 -1.491
H1 -2.952 2.395 1.779
H2 -1.212 2.265 2.203
H3 -2.518 1.578 3.213
H4 -3.854 0.200 0.257
H5 -3.920 0.006 2.039
H6 -3.892 -2.086 0.897
H7 -2.559 -1.954 1.889
H8 -2.529 -1.878 -1.030
H9 -2.302 -3.961 -0.515
H10 -1.227 -3.590 0.810
H11 -0.622 -3.278 -2.142
H12 0.210 -4.374 -0.995
H13 2.400 -3.695 -1.294
H14 2.550 -1.891 -1.318
H15 1.871 -2.766 -2.581
C7 -1.937 2.410 -1.197
O3 -0.678 2.090 -0.587
C8 0.158 3.259 -0.665
C9 1.156 3.015 0.490
N2 1.757 1.646 0.653
C10 2.973 1.407 -0.128
C11 2.668 1.250 -1.591
O4 1.518 0.389 -1.861
C12 1.297 0.301 -3.240
H16 -1.796 2.746 -2.224
H17 -2.477 3.250 -0.759
H18 -2.611 1.554 -1.206
H19 -0.389 4.162 -0.395
H20 0.640 3.352 -1.638
H21 0.591 3.153 1.412
H22 1.885 3.823 0.426
H23 2.035 1.726 1.620
H24 3.440 0.512 0.282
H25 3.716 2.191 0.016
H26 3.509 0.818 -2.134
H27 2.452 2.235 -2.007
H28 0.777 1.105 -3.761
H29 0.539 -0.478 -3.322
H30 2.142 0.009 -3.863

Its spin multiplicity is 2. Its net charge is +2. As for the expectation value of S²: 0.76. For the relative energy (zero: lowest compared OMol25 entry of this formula, charge and spin), the calculation gives 0.0 kcal/mol. The value obtained for the total energy is -1856.5400 a.u. Its HOMO energy (spin up / spin down) is -0.6247 / -0.5995 Ha.

---

[2]
Below is a structure of composition C33H32F3GaGeN6O at a distorted geometry, with properties calculated with wB97M-V/def2-TZVPD.

Element x y z (Å)
Ga1 -0.668 0.883 0.417
C1 -0.684 5.275 1.014
C2 -1.113 4.033 0.679
N1 -0.445 2.919 1.033
C3 0.704 3.051 1.720
C4 1.120 4.400 2.090
N2 0.449 5.457 1.759
C5 1.443 1.875 2.109
C6 2.570 1.712 2.902
C7 2.810 0.486 3.479
C8 1.956 -0.585 3.234
C9 0.878 -0.484 2.329
N3 0.762 0.735 1.670
C10 -0.197 -1.343 2.091
C11 -0.289 -2.665 2.651
N4 -1.325 -3.435 2.476
C12 -2.335 -2.966 1.656
C13 -2.286 -1.771 1.030
N5 -1.253 -0.927 1.263
C14 3.860 0.470 4.497
C15 3.629 0.072 5.801
C16 4.629 0.313 6.747
N6 5.822 0.766 6.448
C17 6.021 1.105 5.198
C18 5.093 1.043 4.203
H1 -1.225 6.203 0.832
H2 -2.022 3.849 0.086
H3 2.039 4.560 2.655
H4 3.164 2.578 3.218
H5 2.128 -1.494 3.800
H6 0.491 -3.048 3.286
H7 -3.082 -3.725 1.419
H8 -3.076 -1.370 0.403
H9 2.695 -0.399 6.131
H10 4.451 0.024 7.805
H11 7.041 1.458 5.031
H12 5.248 1.487 3.236
C19 1.223 2.898 -1.679
Ge1 -0.506 2.504 -2.451
C20 -1.543 4.178 -2.770
C21 -0.284 1.560 -4.171
C22 -1.623 1.302 -1.311
H13 1.973 3.150 -2.448
H14 1.629 2.035 -1.160
H15 1.160 3.716 -0.966
H16 -0.846 4.877 -3.271
H17 -1.900 4.617 -1.841
H18 -2.393 3.934 -3.431
H19 0.314 2.180 -4.843
H20 -1.303 1.385 -4.572
H21 0.269 0.593 -4.116
H22 -2.539 1.849 -1.030
C23 2.146 -2.331 -0.676
C24 1.985 -0.845 -0.874
O1 0.615 -0.378 -1.020
H23 3.168 -2.648 -0.544
H24 1.907 -2.860 -1.619
H25 1.519 -2.745 0.126
H26 2.513 -0.511 -1.792
H27 2.353 -0.240 -0.034
H28 0.077 -1.016 -1.574
F1 -5.666 -6.205 -3.458
C25 -4.754 -5.767 -4.311
F2 -5.362 -5.710 -5.522
F3 -3.817 -6.746 -4.441
C26 -4.088 -4.455 -3.952
C27 -4.663 -3.688 -2.955
C28 -4.099 -2.473 -2.661
C29 -2.877 -2.037 -3.210
C30 -2.338 -2.808 -4.246
C31 -2.926 -4.043 -4.584
C32 -2.250 -0.915 -2.563
C33 -1.973 0.085 -1.972
H29 -5.594 -3.947 -2.378
H30 -4.556 -1.854 -1.877
H31 -1.411 -2.600 -4.786
H32 -2.541 -4.580 -5.417

Its net charge is 0. For the relative energy (zero: lowest compared OMol25 entry of this formula, charge and spin), the calculation gives 0.0 kcal/mol. The value obtained for the total energy is -5981.7356 a.u. Its HOMO energy (spin up / spin down) is -0.2243 / -0.2182 Ha.

---

[3]
Below is a cluster of 9 separate species, C34H40Cl10F4 in total at a distorted geometry, with properties calculated with wB97M-V/def2-TZVPD.

Element x y z (Å)
F1 0.412 3.303 -0.497
C1 0.445 2.824 0.789
C2 -0.717 2.878 1.560
C3 -0.516 2.687 2.923
C4 0.713 2.306 3.406
C5 1.794 2.148 2.584
C6 1.644 2.407 1.254
H1 -1.763 2.989 1.120
H2 -1.349 2.584 3.594
H3 0.850 2.164 4.458
H4 2.759 1.989 2.975
H5 2.404 2.322 0.500
F2 1.867 -5.346 3.846
C7 1.336 -4.170 3.562
C8 0.116 -3.767 4.039
C9 -0.331 -2.533 3.693
C10 0.378 -1.654 2.886
C11 1.576 -2.094 2.380
C12 2.062 -3.345 2.682
H6 -0.423 -4.513 4.616
H7 -1.304 -2.346 4.028
H8 -0.081 -0.666 2.587
H9 2.215 -1.525 1.708
H10 2.940 -3.843 2.314
F3 4.228 0.415 -0.085
C13 4.878 0.805 -1.236
C14 6.223 0.508 -1.353
C15 6.850 0.893 -2.546
C16 6.113 1.566 -3.515
C17 4.668 1.819 -3.388
C18 4.073 1.389 -2.199
H11 6.647 -0.207 -0.652
H12 7.853 0.660 -2.832
H13 6.544 1.794 -4.553
H14 4.130 2.505 -4.088
H15 3.042 1.433 -2.045
F4 -4.079 4.457 0.889
C19 -4.024 3.883 2.113
C20 -3.537 4.725 3.107
C21 -3.477 4.280 4.439
C22 -3.862 2.952 4.692
C23 -4.375 2.158 3.697
C24 -4.492 2.594 2.377
H16 -3.266 5.723 2.839
H17 -3.106 4.777 5.276
H18 -3.746 2.658 5.659
H19 -4.571 1.114 3.857
H20 -4.849 1.965 1.618
Cl1 -0.314 -4.569 -1.451
C25 1.340 -4.700 -0.707
C26 1.991 -3.351 -0.876
Cl2 3.711 -3.519 -0.489
H21 1.785 -5.523 -1.261
H22 1.275 -4.814 0.382
H23 1.571 -2.615 -0.192
H24 2.059 -2.911 -1.857
Cl3 -1.475 4.937 -5.183
C27 -0.829 4.763 -3.485
C28 -1.746 4.693 -2.281
Cl4 -2.964 3.325 -2.520
H25 -0.030 5.503 -3.419
H26 -0.285 3.792 -3.554
H27 -2.250 5.623 -2.130
H28 -1.189 4.353 -1.415
Cl5 -3.473 -4.309 3.139
C29 -3.219 -4.246 1.421
C30 -4.543 -4.002 0.792
Cl6 -4.452 -3.282 -0.853
H29 -2.627 -5.077 1.109
H30 -2.671 -3.383 1.309
H31 -5.031 -3.137 1.320
H32 -5.149 -4.874 0.874
Cl7 2.325 -1.827 -5.394
C31 1.098 -3.018 -5.859
C32 -0.246 -2.355 -5.524
Cl8 -1.576 -3.593 -5.760
H33 1.333 -3.919 -5.333
H34 1.284 -3.140 -6.913
H35 -0.524 -1.526 -6.188
H36 -0.433 -2.069 -4.482
Cl9 0.333 -0.232 -2.491
C33 -0.736 0.453 -1.170
C34 -1.751 -0.626 -0.861
Cl10 -2.688 -0.095 0.581
H37 -1.107 1.401 -1.504
H38 -0.006 0.578 -0.386
H39 -1.261 -1.604 -0.718
H40 -2.419 -0.774 -1.748

As for the SMILES: Fc1ccccc1.Fc1ccccc1.Fc1ccccc1.Fc1ccccc1.ClCCCl.ClCCCl.ClCCCl.ClCCCl.ClCCCl. Its net charge is 0. The value obtained for the total energy is -6320.8920 a.u. Its HOMO energy is -0.3414 Ha.